Here is a structure of composition C8H9EuO5P at a distorted geometry from the Open Molecules 2025 dataset. Energies are from ωB97M-V/def2-TZVPD.

Geometry as ORCA input:
```
! wB97M-V def2-TZVPD RIJCOSX def2/J DEFGRID3
* xyz 3 7
O -1.927 -2.147 -2.087
C -0.863 -1.700 -1.728
Eu 0.814 -0.807 -0.972
O 2.425 -2.764 -3.296
C 1.859 -2.081 -2.485
C 2.690 -0.182 -0.522
O 3.757 0.266 -0.166
C 1.091 -2.431 0.233
O 1.184 -3.311 1.055
C 0.752 0.543 -2.493
O 0.643 1.432 -3.306
C -0.441 2.160 1.922
P -0.291 0.793 0.766
C -0.694 -0.544 2.000
C -1.655 1.359 -0.367
H 0.293 2.031 2.708
H -1.451 2.183 2.360
H -0.257 3.084 1.388
H -1.432 -0.178 2.704
H -1.042 -1.441 1.518
H 0.253 -0.760 2.553
H -2.456 1.791 0.221
H -1.219 2.150 -1.021
H -2.031 0.555 -0.985
*
```

Maximum force, eV Å⁻¹: 19.697
Kohn-Sham gap (spin up / spin down), eV: 4.978 / 5.437
HOMO (spin up / spin down), Eh: -0.7914 / -0.7948

=====

Here is a structure of composition C4H6N2O at a distorted geometry from the Open Molecules 2025 dataset. Energies are from ωB97M-V/def2-TZVPD.

Geometry as ORCA input:
```
! wB97M-V def2-TZVPD RIJCOSX def2/J DEFGRID3
* xyz 0 1
N -2.188 0.461 -0.219
C -0.822 0.133 -0.083
C -1.120 -1.183 0.015
N 1.188 -1.368 0.067
C 1.445 -0.108 0.190
O 2.708 0.340 0.452
C 0.345 0.813 0.058
H -2.602 0.659 -1.114
H -2.701 0.895 0.517
H -1.361 -1.873 -0.775
H 1.997 -1.964 0.232
H 2.688 1.303 0.544
H 0.422 1.891 0.117
*
```

Maximum force, eV Å⁻¹: 1.482
Kohn-Sham gap, eV: 8.515
HOMO, Eh: -0.2844

=====

Here is a cluster of 2 separate species, C3H4N4O in total at a distorted geometry from the Open Molecules 2025 dataset. Energies are from ωB97M-V/def2-TZVPD.

Geometry as ORCA input:
```
! wB97M-V def2-TZVPD RIJCOSX def2/J DEFGRID3
* xyz 0 1
C -0.604 -0.541 -0.243
C -0.101 0.799 -0.088
C 1.199 0.903 -0.076
H -3.643 -0.326 0.499
H -0.752 1.635 0.336
H 1.597 1.838 0.024
H 2.975 -0.079 0.178
N -1.764 -1.065 0.133
N 1.943 -0.206 -0.181
N 1.557 -1.467 -0.135
N 0.281 -1.519 -0.106
O -2.687 0.027 -0.342
*
```

Maximum force, eV Å⁻¹: 7.832
Kohn-Sham gap, eV: 7.953
HOMO, Eh: -0.2915